[1]
Entry from the OMol25 dataset: a 9-piece molecular cluster, C14H46N4O9 overall in a non-equilibrium geometry (wB97M-V/def2-TZVPD).

total charge	0
energy relative to the best compared isomer or geometry (same formula, charge and spin)	152.2	kcal/mol
SMILES	NC(N)=O.NC(N)=O.CCO.CCO.CCO.CCO.CCO.CO.CO

Each line ends with the Mulliken charge.
Cartesian coordinates (Å):
C: 14.71 -15.68 -14.73  -0.34
C: 13.52 -16.13 -13.94  -0.11
O: 13.51 -15.36 -12.68  -0.53
H: 14.57 -14.63 -14.99  -0.23
H: 14.80 -16.29 -15.65  0.33
H: 15.67 -15.94 -14.11  0.31
H: 13.68 -17.15 -13.67  0.45
H: 12.65 -15.94 -14.54  -0.16
H: 12.65 -15.42 -12.22  0.28
C: 12.68 -14.27 -17.20  -1.13
C: 13.09 -12.76 -17.26  0.11
O: 12.00 -11.97 -16.83  -0.47
H: 12.25 -14.40 -16.29  0.09
H: 13.66 -14.92 -17.28  0.19
H: 12.00 -14.44 -17.94  0.57
H: 13.51 -12.56 -18.24  0.31
H: 13.91 -12.60 -16.55  0.22
H: 11.23 -12.11 -17.39  -0.14
C: 12.01 -9.71 -21.13  -1.39
C: 12.39 -10.66 -20.05  0.88
O: 13.79 -10.46 -19.93  -0.57
H: 10.93 -9.85 -21.36  0.34
H: 12.63 -9.88 -22.10  0.31
H: 12.14 -8.70 -20.85  0.35
H: 12.06 -11.72 -20.23  0.08
H: 11.81 -10.20 -19.23  -0.19
H: 14.04 -10.77 -19.11  0.18
C: 17.19 -10.50 -16.33  -0.99
C: 16.60 -11.35 -15.22  0.46
O: 17.35 -11.12 -14.00  -0.59
H: 18.19 -10.80 -16.63  0.42
H: 17.07 -9.43 -16.13  0.20
H: 16.69 -10.92 -17.23  0.18
H: 16.65 -12.41 -15.41  0.22
H: 15.52 -11.16 -15.08  -0.19
H: 17.01 -11.76 -13.40  0.32
C: 9.40 -9.77 -17.14  -0.80
C: 8.95 -10.48 -18.41  -0.46
O: 9.74 -11.68 -18.63  -0.33
H: 9.44 -10.41 -16.26  0.23
H: 8.69 -8.96 -16.91  0.43
H: 10.43 -9.31 -17.23  0.02
H: 8.95 -9.94 -19.34  0.33
H: 7.92 -10.87 -18.32  0.44
H: 9.22 -12.16 -19.30  0.15
C: 13.21 -11.94 -13.08  0.29
O: 13.69 -12.42 -11.88  -0.76
N: 13.01 -12.77 -14.10  0.09
N: 12.93 -10.72 -13.37  -0.27
H: 13.37 -13.66 -13.88  0.10
H: 12.78 -12.47 -15.09  0.01
H: 13.23 -9.88 -12.80  0.34
H: 12.90 -10.31 -14.34  0.27
C: 13.91 -9.07 -16.41  0.42
O: 14.66 -9.78 -17.31  -0.55
N: 12.77 -9.55 -15.89  -0.12
N: 14.17 -7.87 -15.96  -0.37
H: 12.49 -10.41 -16.32  -0.18
H: 12.02 -8.91 -15.55  0.39
H: 14.91 -7.36 -16.44  0.34
H: 13.50 -7.35 -15.36  0.19
C: 9.77 -16.66 -15.32  -0.22
O: 8.55 -17.09 -14.64  -0.55
H: 9.39 -16.24 -16.31  0.18
H: 10.39 -17.54 -15.37  0.27
H: 10.44 -16.05 -14.78  0.06
H: 8.26 -16.45 -13.97  0.29
C: 9.79 -15.12 -19.22  -0.34
O: 8.42 -15.32 -19.55  -0.53
H: 10.53 -15.97 -19.38  0.28
H: 9.91 -14.88 -18.25  0.16
H: 10.10 -14.22 -19.77  0.12
H: 8.24 -14.81 -20.35  0.31



[2]
Entry from the OMol25 dataset: a 8-piece molecular cluster, C14H46N6O10 overall in a non-equilibrium geometry (wB97M-V/def2-TZVPD).

total charge	0
energy relative to the best compared isomer or geometry (same formula, charge and spin)	46.5	kcal/mol
SMILES	COCCNCCOC.COCCNCCOC.NC(N)=O.NC(N)=O.O.O.O.O

Each line ends with the Mulliken charge.
Cartesian coordinates (Å):
C: -5.87 4.11 0.21  0.66
O: -6.38 3.04 -0.20  -0.66
N: -5.28 5.02 -0.47  -0.40
N: -5.69 4.29 1.49  -0.42
H: -5.22 5.92 -0.02  0.19
H: -5.28 5.09 -1.48  0.23
H: -5.65 3.48 2.09  0.23
H: -5.22 5.11 1.86  0.17
C: 0.59 6.19 -2.22  0.60
O: 1.41 6.76 -2.91  -0.67
N: -0.69 6.12 -2.52  -0.37
N: 0.95 5.47 -1.22  -0.39
H: -0.96 6.80 -3.21  0.21
H: -1.39 5.56 -2.05  0.17
H: 1.96 5.41 -1.12  0.25
H: 0.24 4.76 -1.09  0.22
C: -2.05 -5.07 4.31  -0.84
O: -2.34 -4.48 3.06  -0.27
C: -1.83 -5.27 1.98  -0.61
C: -2.80 -4.96 0.78  -0.72
N: -2.71 -3.57 0.28  -0.25
C: -3.44 -3.27 -0.98  -0.83
C: -2.78 -3.73 -2.30  -0.43
O: -2.92 -5.17 -2.56  -0.32
C: -2.09 -5.61 -3.67  -0.79
H: -2.00 -6.15 4.41  0.33
H: -2.64 -4.60 5.10  0.27
H: -1.04 -4.84 4.64  0.32
H: -1.74 -6.34 2.14  0.43
H: -0.79 -5.04 1.78  0.30
H: -3.80 -5.05 1.21  0.31
H: -2.62 -5.62 -0.06  0.50
H: -3.17 -3.06 1.02  0.24
H: -3.42 -2.19 -1.05  0.42
H: -4.47 -3.60 -0.88  0.38
H: -1.78 -3.31 -2.32  0.31
H: -3.33 -3.20 -3.08  0.37
H: -2.05 -4.99 -4.56  0.32
H: -2.48 -6.53 -4.10  0.27
H: -1.07 -5.74 -3.32  0.31
C: 4.59 1.54 4.33  -0.84
O: 4.72 1.26 2.92  -0.27
C: 5.34 2.33 2.14  -0.62
C: 5.47 1.69 0.74  -0.60
N: 4.23 1.50 0.06  -0.28
C: 4.49 1.10 -1.36  -0.76
C: 5.10 -0.33 -1.54  -0.49
O: 4.15 -1.31 -1.04  -0.35
C: 3.08 -1.44 -1.92  -0.77
H: 5.48 1.87 4.87  0.32
H: 4.45 0.61 4.87  0.28
H: 3.69 2.12 4.56  0.27
H: 6.29 2.61 2.58  0.40
H: 4.73 3.23 2.16  0.34
H: 6.06 0.78 0.65  0.30
H: 5.98 2.42 0.11  0.41
H: 3.82 0.70 0.52  0.26
H: 5.05 1.97 -1.71  0.48
H: 3.51 1.18 -1.84  0.24
H: 6.08 -0.35 -1.05  0.40
H: 5.30 -0.50 -2.60  0.36
H: 3.49 -1.81 -2.86  0.38
H: 2.34 -0.65 -2.07  0.27
H: 2.50 -2.29 -1.55  0.27
O: 0.97 -1.80 1.52  -0.61
H: 1.61 -2.44 1.19  0.28
H: 0.13 -2.27 1.50  0.32
O: -3.00 1.30 -4.35  -0.63
H: -2.49 1.38 -3.55  0.32
H: -2.93 2.15 -4.78  0.31
O: 0.11 1.93 3.22  -0.64
H: 0.30 1.04 2.90  0.31
H: 0.94 2.40 3.12  0.31
O: -1.17 2.17 -0.61  -0.65
H: -0.59 1.83 0.07  0.31
H: -2.00 2.32 -0.17  0.32



[3]
Entry from the OMol25 dataset: a 9-piece molecular cluster, C14H46O16 overall in a non-equilibrium geometry (wB97M-V/def2-TZVPD).

total charge	0
energy relative to the best compared isomer or geometry (same formula, charge and spin)	21.1	kcal/mol
SMILES	OCCO.OCCO.OCCO.OCCO.OCCO.OCCO.OCCO.O.O

Each line ends with the Mulliken charge.
Cartesian coordinates (Å):
C: 2.58 -17.91 -21.43  -0.10
C: 2.52 -16.38 -21.40  0.01
O: 2.08 -15.97 -22.74  -0.59
O: 3.69 -18.43 -22.12  -0.56
H: 1.67 -18.27 -21.93  0.33
H: 2.62 -18.28 -20.40  -0.01
H: 3.50 -15.96 -21.17  0.17
H: 1.76 -15.93 -20.77  0.12
H: 2.84 -15.59 -23.18  0.34
H: 3.76 -18.06 -23.01  0.31
C: 0.00 -12.21 -16.49  0.34
C: -0.89 -11.31 -17.36  -0.77
O: -0.19 -10.10 -17.62  -0.56
O: 0.24 -11.63 -15.20  -0.53
H: 0.95 -12.30 -17.04  -0.11
H: -0.46 -13.18 -16.32  0.30
H: -1.80 -11.05 -16.82  0.37
H: -1.09 -11.92 -18.25  0.33
H: 0.17 -10.23 -18.52  0.23
H: 0.34 -10.69 -15.40  0.36
C: 2.89 -18.17 -17.41  -0.64
C: 3.10 -16.67 -17.73  0.15
O: 1.83 -16.02 -17.96  -0.53
O: 4.15 -18.81 -17.51  -0.53
H: 2.28 -18.66 -18.17  0.33
H: 2.45 -18.24 -16.40  0.33
H: 3.71 -16.48 -18.60  0.15
H: 3.56 -16.28 -16.81  0.11
H: 1.40 -15.98 -17.10  0.23
H: 4.79 -18.41 -16.91  0.32
C: 6.23 -12.94 -22.16  -0.59
C: 4.98 -12.42 -21.46  0.26
O: 5.28 -11.42 -20.45  -0.53
O: 6.61 -12.15 -23.25  -0.56
H: 6.01 -13.96 -22.48  0.32
H: 6.99 -13.01 -21.36  0.35
H: 4.45 -13.14 -20.83  -0.25
H: 4.22 -12.08 -22.17  0.45
H: 5.35 -10.58 -20.92  0.27
H: 6.98 -11.30 -22.98  0.33
C: 7.08 -13.50 -17.85  -0.59
C: 6.22 -14.59 -18.56  0.43
O: 6.73 -15.86 -18.14  -0.57
O: 8.44 -13.77 -18.17  -0.54
H: 6.93 -13.61 -16.77  0.39
H: 6.69 -12.51 -18.11  0.19
H: 6.38 -14.43 -19.62  0.30
H: 5.18 -14.56 -18.24  -0.37
H: 7.51 -16.01 -18.68  0.38
H: 8.87 -13.95 -17.33  0.35
C: 3.41 -12.71 -15.23  -0.55
C: 2.55 -13.63 -14.37  -0.22
O: 3.34 -14.73 -13.93  -0.57
O: 4.05 -13.51 -16.23  -0.31
H: 4.21 -12.22 -14.66  0.27
H: 2.77 -11.95 -15.65  0.28
H: 1.64 -13.95 -14.88  0.15
H: 2.18 -13.07 -13.50  0.35
H: 2.79 -15.49 -13.74  0.32
H: 4.40 -14.29 -15.77  0.25
C: 2.26 -9.67 -20.03  -0.08
C: 1.26 -8.79 -20.75  -0.48
O: 0.88 -9.47 -21.95  -0.51
O: 1.68 -10.89 -19.57  -0.27
H: 2.58 -9.13 -19.13  0.34
H: 3.13 -9.91 -20.64  0.06
H: 1.76 -7.84 -20.97  0.35
H: 0.34 -8.60 -20.19  0.33
H: 0.34 -8.88 -22.48  0.28
H: 2.37 -11.56 -19.51  0.06
O: -0.02 -14.03 -20.37  -0.63
H: 0.91 -13.82 -20.24  0.11
H: -0.31 -13.39 -21.04  0.31
O: 2.64 -13.52 -18.84  0.49
H: 3.28 -13.39 -18.12  -0.14
H: 2.22 -14.38 -18.64  -0.10